The following is a quantum chemistry calculation of a cluster of 8 separate species, C37H39BF7NO21S3 in total, from the Open Molecules 2025 dataset.

Geometry as ORCA input:
```
! RIJCOSX wB97M-V def2-TZVPD def2/J DEFGRID3
* xyz 0 1
S 0.0287 -3.7379 2.0980
S -6.0036 -2.6331 -1.2836
S 2.7458 -3.1598 3.2355
F -2.5981 7.5919 0.0835
F 8.3097 -3.6726 0.4480
F -9.7398 6.9131 -2.6699
F 12.6864 -5.8644 -1.3267
F -10.9172 1.6939 3.6671
F 5.3393 6.4772 -0.8384
F -9.8208 -2.2761 -2.7544
O 1.9613 5.9090 -0.8825
O 0.2390 8.4092 -1.6532
O -10.3010 -1.3620 -0.7586
O 12.0850 -4.7479 0.5280
O 1.8629 4.1852 -2.3464
O -10.7524 -3.2460 0.3949
O 1.0178 10.1069 -0.3768
O -8.9285 8.9409 -2.1417
O -0.9768 9.1482 0.0970
O 8.3841 -5.5311 3.3242
O -8.1144 10.6038 -0.8403
O 11.9506 -4.2561 2.7325
O -11.1173 -1.2256 1.3470
O 7.2406 -5.4137 1.3836
O -8.0666 8.4621 -0.1126
O 3.8341 5.2160 -1.9314
O -8.4518 2.5600 1.4550
O -9.4132 4.3512 0.4600
O 6.8739 -7.1348 2.8059
O -10.5699 3.1333 1.9758
O 13.5957 -5.6068 1.9650
N 2.2483 -3.0900 0.4568
C 7.4485 -6.1211 2.5290
C 4.5540 -6.5356 -1.6299
C 0.1722 9.2956 -0.6200
C -10.3571 1.8139 2.4399
C 3.0505 6.6365 -0.3294
C -3.3742 -2.8979 0.3019
C 3.9883 -1.0651 0.8638
C -8.3502 9.4439 -1.0142
C 3.1251 -4.2772 -1.6676
C 3.0287 -4.2050 -0.0951
C 13.1730 -5.2286 -0.2353
C 1.8245 -3.2788 1.8520
C -10.3911 -3.6344 -0.9239
C -9.4730 3.4343 1.2285
C -10.7590 -1.8841 0.4127
C 3.8066 1.1457 -0.7268
C 2.6134 0.4279 -1.4948
C 2.4950 5.0243 -1.7717
C 2.8055 -1.7600 0.1651
C 4.1001 6.4920 -1.3840
C -8.8682 1.7144 2.5184
C -8.6892 7.5488 -2.0985
C -0.7799 -3.5775 0.4289
C -1.8316 8.3699 -0.7168
C 4.4769 0.3615 0.4382
C 2.1426 -0.9793 -1.0298
C 3.8588 -5.3939 -2.4372
C -0.8782 7.5422 -1.5175
C -9.6550 -2.4316 -1.4197
C 4.4766 -6.4646 -0.0830
C -8.6179 7.2595 -0.6334
C 12.4923 -4.8201 1.8259
C 13.8424 -6.1906 0.6934
C -2.2993 -4.1039 0.4761
C 3.7291 -5.3377 0.6841
C 8.9147 -4.4388 2.5857
C 7.8147 -4.1435 1.6174
B -4.1934 -3.1088 -1.0901
H -2.4696 9.0272 -1.3148
H -8.5888 -2.4238 -1.1759
H 4.0520 7.2477 -2.1733
H -0.2335 -4.1592 -0.4023
H 5.0623 -7.3580 -2.2282
H 3.6853 -5.3684 1.8179
H -8.5109 0.6940 2.3725
H -1.2826 7.2676 -2.4929
H 4.9881 -7.3216 0.4920
H -2.5132 -4.8931 -0.3233
H 13.3969 -7.1888 0.6594
H 3.3430 6.1840 0.6223
H 5.3445 0.8896 0.9697
H -6.1172 -1.2387 -1.1587
H -11.2957 -3.8432 -1.5018
H 4.5122 -1.5831 1.7321
H 14.9130 -6.2778 0.5024
H 3.8337 -5.3608 -3.5866
H -9.6019 7.0886 -0.1887
H 9.8376 -4.7487 2.0933
H -9.7675 -4.5294 -0.9131
H -10.8191 1.1026 1.7501
H -2.4698 -4.5872 1.5078
H -3.6207 -3.6076 -2.0031
H 2.0728 0.9006 -2.3859
H 13.8031 -4.3900 -0.5456
H 9.1334 -3.5929 3.2386
H 2.5973 -3.4625 -2.2896
H 4.1186 2.1992 -1.0600
H 2.7779 7.6785 -0.1532
H -4.1626 -2.9300 1.1447
H -2.8911 -1.8563 0.3473
H 1.2884 -1.4694 -1.6000
H -0.5692 6.6318 -0.9964
H -7.7724 7.3163 -2.6484
H 7.0505 -3.4593 1.9985
H -7.9791 6.4049 -0.4081
H -8.4689 2.0950 3.4628
H -0.7247 -2.4544 0.1553
*
```

The calculation puts the total energy at -4986.3202 Ha. As for the SMILES: S=C(SCCCBS)N(c1ccccc1)c1ccccc1.O=C1OC[C@@H](F)O1.O=C1OC[C@@H](F)O1.O=C1OC[C@@H](F)O1.O=C1OC[C@@H](F)O1.O=C1OC[C@@H](F)O1.O=C1OC[C@@H](F)O1.O=C1OC[C@@H](F)O1. The value obtained for the HOMO energy is -0.305 hartree. Its strongest force on any atom is 0.09934 hartree/bohr.